No. 1
Below is 2 unconnected molecules or ions with the total composition C5H15N2, with properties calculated with the ωB97M-V functional and the def2-TZVPD basis.

Geometry (Å):
N 2.2011 -0.3009 1.9439
C 1.9672 -0.7950 0.6684
N 2.9797 -0.8153 -0.2804
H 3.1047 0.0391 2.2110
H 1.4973 -0.2843 2.6515
H 0.9801 -1.1232 0.4253
H 2.8106 -1.1901 -1.1895
H 3.8579 -0.3601 -0.1086
C -1.7095 2.0700 0.3438
C -0.9846 -1.3175 -1.4158
C -1.8032 -0.1773 -0.8202
C -1.0538 0.6938 0.1877
H -1.7931 2.5595 -0.6300
H -1.0953 2.7253 0.9628
H -2.7170 2.0161 0.7608
H -1.5714 -1.8035 -2.1986
H -0.7073 -2.0697 -0.6783
H -0.0935 -0.9212 -1.9036
H -2.7148 -0.5438 -0.3412
H -2.1411 0.4736 -1.6316
H -0.9844 0.2366 1.1781
H -0.0295 0.8877 -0.1354

relative energy (zero: lowest compared OMol25 entry of this formula, charge and spin): 0.196 eV
max |F|: 0.015 hartree/bohr
energy: -308.93398 hartree
multiplicity: 2
frontier orbital gap (spin up / spin down): 5.60 / 10.16 eV

***

No. 2
Below is a molecular structure, C21H44AsO6PbSi3, with properties calculated with the ωB97M-V functional and the def2-TZVPD basis.

Geometry (Å):
Pb 0.2496 -0.0286 0.1049
O 1.6914 3.7506 0.6111
C 1.8883 2.5657 0.6398
O 1.2243 1.7708 -0.2196
C 2.9614 1.9826 1.5575
C 3.8975 0.9846 0.8481
C 5.2252 0.9042 1.6018
C 4.8109 0.1025 2.8612
C 3.3283 -0.1495 2.5864
O 3.2833 -0.2893 1.1550
C 2.5165 1.1315 2.7998
C 1.0330 0.8423 2.9310
O 0.3274 1.4623 3.6783
O 0.5772 -0.1997 2.2051
H 3.4977 2.8635 1.9012
H 3.9683 1.1111 -0.2298
H 5.9710 0.3707 1.0144
H 5.6215 1.8922 1.8287
H 5.3546 -0.8382 2.9309
H 4.9651 0.6484 3.7904
H 2.9042 -1.0300 3.0561
H 2.8095 1.6425 3.7149
C 0.4669 0.2095 -3.8102
O -0.1370 -0.0812 -2.5492
Si -1.8037 -0.1317 -2.2907
C -2.6641 1.0251 -3.4711
C -2.3678 -1.8511 -2.7538
C -1.8779 0.2714 -0.4236
Si -2.3046 2.1478 -0.0499
C -4.1610 2.2970 -0.1870
C -1.4422 3.3459 -1.1946
C -1.7937 2.6578 1.6659
Si -2.8586 -0.9636 0.6795
C -2.8988 -0.4577 2.4668
C -1.9662 -2.6286 0.6297
C -4.6019 -1.1302 0.0216
H 0.0006 -0.3672 -4.6118
H 1.5214 -0.0562 -3.7531
H 0.3868 1.2731 -4.0346
H -2.8388 0.4891 -4.4066
H -2.1010 1.9225 -3.7110
H -3.6400 1.3371 -3.0940
H -2.4991 -1.8737 -3.8387
H -3.3256 -2.1205 -2.3092
H -1.6606 -2.6376 -2.4976
H -4.5791 1.8489 -1.0890
H -4.4040 3.3628 -0.2048
H -4.6741 1.8668 0.6740
H -1.4140 3.0734 -2.2431
H -0.4225 3.5368 -0.8568
H -2.0017 4.2828 -1.1122
H -2.4326 2.2548 2.4492
H -1.8709 3.7491 1.6954
H -0.7686 2.4257 1.9290
H -1.9121 -0.1781 2.8423
H -3.2480 -1.3131 3.0522
H -3.5875 0.3669 2.6542
H -1.0051 -2.6029 1.1593
H -1.8079 -3.0077 -0.3789
H -2.5772 -3.3620 1.1628
H -5.2358 -0.3310 0.4041
H -5.0370 -2.0724 0.3648
H -4.6770 -1.1124 -1.0653
C 0.8642 -3.4478 -1.6798
As 1.7417 -2.1617 -0.5430
C 3.3860 -1.8474 -1.5056
C 2.1730 -3.1256 1.0734
H 1.5818 -4.2427 -1.8815
H 0.5768 -2.9707 -2.6144
H -0.0102 -3.8604 -1.1843
H 3.7217 -2.8018 -1.9091
H 4.1070 -1.4320 -0.8130
H 3.2138 -1.1528 -2.3265
H 1.8665 -4.1627 0.9512
H 1.6465 -2.6802 1.9152
H 3.2471 -3.0695 1.2363

relative energy (zero: lowest compared OMol25 entry of this formula, charge and spin): 0.000 eV
max |F|: 0.011 hartree/bohr
net charge: +1
energy: -4575.03837 hartree
frontier orbital gap: 8.31 eV

***

No. 3
Below is a single C4H8ClN molecule in a non-equilibrium geometry, with properties calculated with the ωB97M-V functional and the def2-TZVPD basis.

Geometry (Å):
C 0.1743 -0.8128 -1.8453
C 0.0709 -0.4222 -0.3605
Cl 1.4537 0.4968 0.1261
C -0.5995 -1.2129 0.6843
C -1.2274 0.0589 0.2154
N -1.3885 1.1911 1.1388
H -0.1040 0.0534 -2.4401
H -0.6242 -1.4985 -2.0675
H 1.1845 -1.0811 -2.1331
H -1.0907 -2.1923 0.4702
H -0.2196 -1.2000 1.7385
H -2.1339 0.0099 -0.4149
H -1.9233 2.0696 0.8988
H -0.5926 1.3899 1.6696

relative energy (zero: lowest compared OMol25 entry of this formula, charge and spin): 0.690 eV
max |F|: 0.050 hartree/bohr
SMILES string: C[C@]1(Cl)C[C@H]1N
energy: -672.11137 hartree
frontier orbital gap: 9.60 eV

***

No. 4
Below is a molecular structure, C3H2N4O in a non-equilibrium geometry, with properties calculated with the ωB97M-V functional and the def2-TZVPD basis.

Geometry (Å):
C 1.7705 -0.0893 0.1116
C -0.1759 0.5144 0.0075
C -0.0176 -0.7802 -0.0780
H 2.8941 -0.1903 -0.2002
H -2.0333 1.6679 0.3653
N 1.2026 1.0730 -0.1178
N -1.4634 0.7393 -0.0448
N -2.0854 -0.3409 -0.0106
N -1.2528 -1.3283 -0.0511
O 1.1614 -1.2657 0.0181

relative energy (zero: lowest compared OMol25 entry of this formula, charge and spin): 2.384 eV
max |F|: 0.177 hartree/bohr
energy: -409.64058 hartree
frontier orbital gap: 10.47 eV

***

No. 5
Below is 2 unconnected molecules or ions with the total composition C3H3N3O in a non-equilibrium geometry, with properties calculated with the ωB97M-V functional and the def2-TZVPD basis.

Geometry (Å):
N 2.3361 -0.1449 0.6845
C 1.2329 -0.3240 0.1884
C 0.0173 -0.6445 -0.1900
C -1.2122 -0.1151 0.5464
O -1.6001 -0.6099 1.5715
H 3.0052 0.4706 0.2339
H -0.0887 -1.4504 -0.9162
H -1.7365 0.7460 0.0663
N -0.5588 0.9469 -2.0610
N -1.4019 1.5480 -1.6789

relative energy (zero: lowest compared OMol25 entry of this formula, charge and spin): 1.762 eV
max |F|: 0.041 hartree/bohr
SMILES string: N=C=CC=O.N#N
energy: -355.57515 hartree
frontier orbital gap: 9.90 eV

***

No. 6
Below is a molecular structure, C16H21N8O2PSc, with properties calculated with the ωB97M-V functional and the def2-TZVPD basis.

Geometry (Å):
Sc 0.6802 -1.5514 -0.2383
N 2.5356 -0.9263 -4.1684
C 2.7555 -1.4938 -2.9909
N 1.6480 -1.3973 -2.2580
C 0.7678 -0.7485 -3.0987
N 1.2867 -0.4458 -4.2564
C -0.6394 -0.5204 -2.7455
C -1.5211 0.1381 -3.5949
N -2.8010 0.2821 -3.2801
C -3.2217 -0.2410 -2.1379
C -2.3514 -0.8889 -1.2649
N -1.0569 -1.0214 -1.5653
H 3.1626 -0.8535 -4.9609
H 3.6846 -1.9601 -2.7044
H -1.1826 0.5428 -4.5411
H -4.2743 -0.1453 -1.8994
H -2.6897 -1.3062 -0.3260
C 0.8378 -2.7528 1.5254
C -0.5851 -2.4592 1.7831
C -0.9957 -1.2337 2.3407
C -2.3388 -0.9317 2.4945
C -3.3097 -1.8399 2.0709
C -2.9271 -3.0640 1.5143
C -1.5848 -3.3555 1.3534
C -4.6947 -1.4842 2.1653
N -5.7931 -1.1508 2.1745
H 1.0331 -3.8171 1.3800
H 1.5264 -2.3468 2.2708
H -0.2467 -0.5547 2.7340
H -2.6490 -0.0077 2.9639
H -3.6824 -3.7787 1.2157
H -1.2972 -4.3190 0.9490
N 0.1794 4.0726 0.0065
C 0.0894 2.8431 0.8766
P 1.6020 1.8066 0.5667
O 1.1213 0.3807 0.3639
O 2.3687 2.5471 -0.4709
C 2.7039 1.7989 2.0656
N 3.9795 2.5237 1.7139
H -0.6408 4.1836 -0.5947
H 1.0202 3.9747 -0.5956
H 0.2650 4.9363 0.5480
H -0.7954 2.2763 0.5935
H -0.0286 3.1475 1.9151
H 2.9484 0.7732 2.3338
H 2.2536 2.2697 2.9378
H 3.9281 2.7911 0.7117
H 4.8074 1.9384 1.8522
H 4.1219 3.3692 2.2717

max |F|: 0.013 hartree/bohr
net charge: +3
energy: -2312.10937 hartree
frontier orbital gap: 7.37 eV

***

No. 7
Below is a molecular structure, C22H41N3OP2PtS, with properties calculated with the ωB97M-V functional and the def2-TZVPD basis.

Geometry (Å):
Pt 0.2539 0.1874 0.3851
C 2.3867 -1.5451 -1.3920
P 2.3457 -0.6394 0.1755
C 2.5538 -1.9381 1.4394
N 3.6054 -2.7185 1.4000
C 3.7028 -3.6761 2.3484
C 4.8228 -4.5409 2.3588
C 4.9144 -5.5006 3.3205
C 3.9028 -5.6487 4.3070
C 2.8091 -4.8375 4.3196
C 2.6845 -3.8287 3.3354
N 1.5934 -3.0316 3.3261
C 1.5367 -2.1055 2.3997
P 0.0658 -1.0526 2.2735
C -1.3240 -2.2011 2.2657
C -0.0759 -0.0200 3.7975
C 1.2409 0.7291 3.9993
C -1.2157 0.9796 3.5746
C -0.3806 -0.9065 5.0094
C 3.8452 0.4468 0.2071
C 3.6320 1.6406 -0.7254
C 4.0429 0.9485 1.6391
C 5.0764 -0.3429 -0.2581
H 3.2391 -2.2241 -1.3914
H 2.4865 -0.8531 -2.2291
H 1.4703 -2.1220 -1.5078
H 5.5824 -4.4132 1.5997
H 5.7680 -6.1645 3.3393
H 4.0087 -6.4224 5.0554
H 2.0268 -4.9379 5.0593
H -1.2349 -2.8804 3.1127
H -1.3117 -2.7767 1.3402
H -2.2587 -1.6469 2.3296
H 1.4623 1.3766 3.1500
H 2.0778 0.0452 4.1531
H 1.1612 1.3588 4.8869
H -1.0024 1.6575 2.7438
H -1.3321 1.5872 4.4740
H -2.1703 0.4845 3.3900
H 0.3334 -1.7232 5.1103
H -1.3863 -1.3252 4.9632
H -0.3218 -0.2923 5.9097
H 2.8206 2.2808 -0.3739
H 3.4575 1.3404 -1.7611
H 4.5374 2.2495 -0.7185
H 3.1871 1.5298 1.9832
H 4.9195 1.5974 1.6706
H 4.2165 0.1278 2.3371
H 5.0168 -0.6014 -1.3158
H 5.2292 -1.2522 0.3175
H 5.9520 0.2958 -0.1279
N 0.3716 1.4363 -1.3809
H -0.5688 1.7461 -1.6062
H 0.7216 0.9593 -2.2075
H 0.9510 2.2602 -1.2518
C -4.6415 -1.1903 0.6750
C -4.4525 0.1679 0.0253
S -3.0446 1.0681 0.6695
O -1.8392 0.2909 0.0850
C -3.2527 2.5922 -0.2845
C -3.9955 3.6334 0.5429
H -5.5825 -1.6171 0.3317
H -4.6909 -1.1151 1.7622
H -3.8423 -1.8761 0.3968
H -5.2982 0.8335 0.2212
H -4.3021 0.0962 -1.0537
H -3.7714 2.3491 -1.2123
H -2.2466 2.9299 -0.5331
H -5.0041 3.3020 0.7907
H -4.0870 4.5531 -0.0324
H -3.4689 3.8572 1.4695

relative energy (zero: lowest compared OMol25 entry of this formula, charge and spin): 0.000 eV
max |F|: 0.014 hartree/bohr
net charge: +2
energy: -2302.21566 hartree
frontier orbital gap: 8.20 eV